119
Properties=species:S:1:pos:R:3:mulliken_charge:R:1 method="wB97M-V/def2-TZVPD" orbital_gap_ha="0.2707 / 0.2405" max_force_ev_per_a=1.04 charge=+1 mol_weight_g_mol=912.92 e_homo_ha="-0.3361 / -0.3961" energy_ev=-64424.10606 spin_multiplicity=5
Pt -0.863 -0.402 -0.300 6.602
O -3.411 -0.010 0.437 -0.058
O 0.224 -7.374 -1.105 -0.399
N 1.395 -0.294 -0.358 -0.971
N 1.838 0.738 0.422 1.028
N -0.022 2.480 0.539 0.823
N -0.759 1.942 -0.483 -0.567
N -0.693 -5.050 0.155 0.087
N -0.906 -0.124 1.918 -0.309
N -0.631 -0.500 -2.740 0.547
N -0.388 -2.608 0.283 -0.946
N 0.133 0.637 2.359 0.601
N -1.031 -0.666 -4.895 0.349
C 4.120 1.958 0.743 0.117
C -2.221 3.119 -2.373 0.195
C 3.687 3.302 0.156 -1.186
C -0.547 -6.440 -1.835 -0.391
C -0.030 0.549 -3.376 -0.519
C -1.116 4.129 -0.402 -1.244
C 1.196 5.868 0.545 -1.388
C -1.401 3.945 -3.379 -1.526
C -0.517 -3.755 0.208 0.027
C -0.268 0.460 -4.717 -1.443
C -3.599 -1.194 4.002 -1.497
C -1.549 -1.159 -6.159 -0.965
C 2.466 -0.859 -0.942 -0.612
C -0.232 3.816 0.607 0.154
C 4.397 2.056 2.242 -2.532
C -1.229 -1.206 -3.675 -1.569
C -1.382 -0.839 2.942 -0.681
C -3.911 -1.450 -1.468 -1.822
C 1.673 2.304 4.813 -1.547
C 1.419 0.810 4.642 0.262
C 0.196 -5.972 0.871 -0.580
C 1.043 -6.741 -0.138 -0.440
C -1.396 2.955 -1.101 -0.558
C -2.818 1.926 -3.106 -0.636
C 3.596 -0.128 -0.561 -1.057
C 1.707 -3.188 -1.878 -0.899
C -1.484 -5.681 -0.904 -0.278
C 2.983 -1.546 -3.303 -1.485
C 1.043 4.661 2.744 -1.631
C -3.205 -2.462 1.887 -0.645
C 2.702 -2.036 -1.876 0.209
C 0.339 0.390 3.676 0.364
C 2.705 0.030 4.333 -1.071
C -0.616 -0.523 4.068 -1.088
C -3.005 -0.492 -0.758 0.281
C 0.328 4.959 1.436 -0.137
C -2.523 -1.828 3.106 0.543
C -3.707 1.379 0.609 -0.635
C 3.177 0.872 0.284 0.201
B 0.921 1.569 1.386 -0.376
H -1.497 5.112 -0.629 0.936
H -4.944 -1.251 -1.175 0.468
H 1.621 2.251 2.051 -0.994
H 4.378 4.091 0.457 0.490
H 5.070 1.687 0.278 0.619
H 0.442 4.017 3.380 0.189
H -4.537 1.431 1.312 0.390
H -3.051 3.755 -2.053 0.586
H 0.628 6.252 -0.301 0.422
H -2.179 -6.384 -0.439 0.304
H 1.046 0.459 5.606 0.506
H 1.988 -3.901 -2.657 0.534
H -0.725 -0.940 5.056 0.658
H -4.129 -1.943 1.647 0.323
H 4.737 1.098 2.634 0.442
H 1.732 -3.701 -0.919 0.097
H 2.966 0.131 3.281 -0.061
H -2.567 -2.442 1.012 -0.668
H 1.748 -6.057 -0.629 0.238
H 2.082 -1.160 -3.768 0.203
H 3.667 3.257 -0.934 0.481
H -2.638 -1.152 -6.153 0.362
H 2.245 2.719 3.988 0.221
H 2.689 3.551 0.508 -0.214
H -2.051 -4.922 -1.442 0.160
H -1.201 -2.172 -6.350 0.353
H -2.841 1.889 1.035 0.115
H 3.356 -2.371 -3.913 0.434
H 3.647 -2.450 -1.515 0.632
H -3.098 1.135 -2.418 -0.311
H 0.530 1.290 -2.828 0.433
H 3.732 -0.754 -3.298 0.416
H -1.200 -0.513 -6.959 0.329
H 3.518 2.371 2.800 0.654
H -0.561 5.541 1.695 0.804
H 0.824 -5.411 1.560 0.395
H 3.532 0.400 4.941 0.374
H 1.604 -7.528 0.362 0.393
H -2.107 1.504 -3.815 0.178
H 1.557 6.717 1.128 0.457
H -1.801 -2.106 -3.516 0.518
H 0.697 -2.842 -2.063 -0.101
H 5.186 2.789 2.412 0.533
H -1.113 -7.006 -2.573 0.404
H 0.023 1.084 -5.544 0.562
H -3.839 -1.329 -2.550 0.329
H -3.189 -0.824 4.941 0.419
H 2.019 4.204 2.585 0.301
H -0.422 -6.671 1.437 0.374
H -3.456 -3.501 2.108 0.610
H -1.012 4.857 -2.929 0.469
H 0.732 2.847 4.904 0.417
H -4.369 -1.932 4.230 0.394
H -2.068 -2.642 3.677 0.462
H 0.111 -5.728 -2.352 0.125
H -3.991 1.849 -0.331 0.286
H 4.612 -0.323 -0.864 0.656
H -4.064 -0.357 3.478 0.262
H -3.682 -2.495 -1.228 0.107
H 2.566 -1.030 4.545 0.389
H -0.557 3.362 -3.750 0.262
H 2.242 2.467 5.730 0.500
H 2.060 5.335 0.154 0.180
H -3.700 2.239 -3.668 0.643
H 1.204 5.600 3.276 0.447
H -2.030 4.221 -4.226 0.405